1.
ORCA calculation (wB97M-V/def2-TZVPD) on a cluster of 3 separate species, C28H59FO12P2 in total at a distorted geometry.

```
102
Properties=species:S:1:pos:R:3:forces:R:3
C -0.119713 2.943810 -1.892711 0.10 0.43 0.07
C 0.451703 3.478548 -2.967323 0.13 -0.77 -0.47
C 0.955427 2.543460 -4.073405 0.68 0.95 1.00
O 0.305038 1.283110 -4.034386 0.16 0.00 -0.26
C -0.807787 1.244753 -4.823057 -0.35 -0.50 -0.02
F -0.414278 1.296509 -6.169142 -0.20 0.22 -0.05
C -1.544824 -0.091262 -4.666693 0.78 0.18 -0.18
O -1.367544 -0.586732 -3.366660 -0.40 -0.16 -0.34
C -2.243246 -1.676626 -3.090948 -0.11 0.39 0.60
C -1.538261 -2.593080 -2.098376 -0.55 0.42 -0.25
C -2.377368 -3.830068 -1.739699 0.44 -0.25 0.66
C -1.539966 -5.135523 -1.641870 -0.69 1.35 -0.25
C -0.630659 -5.043933 -0.413218 0.00 -1.42 -0.54
C -0.166007 -6.412060 0.114714 -0.22 0.12 0.94
C 0.394398 -6.226572 1.552482 0.66 0.25 -1.22
C 1.626548 -7.076331 1.852944 0.05 0.10 1.52
C 1.955763 -6.928426 3.363863 -0.88 -0.53 -0.84
O 2.599128 -5.685738 3.666382 0.68 -0.32 -0.24
C 3.958032 -5.819763 3.795538 1.11 -0.23 1.54
C 4.859891 -6.042329 2.598923 -0.48 0.30 -0.44
O 4.468637 -5.733056 4.892233 -0.76 0.06 -0.81
H -0.904670 3.459595 -1.349892 0.71 0.28 0.66
H 0.225617 1.965876 -1.576150 -0.98 -0.42 -0.35
H 0.560874 4.542883 -3.149826 -0.80 0.02 -0.23
H 2.025707 2.352983 -3.957830 -0.02 -0.09 -0.26
H 0.782668 3.073036 -5.013059 0.14 -0.28 -0.14
H -1.477771 2.097882 -4.663426 0.21 0.11 -0.01
H -2.594788 0.051482 -4.950161 -0.01 -0.02 0.18
H -1.081575 -0.767952 -5.398752 -0.14 -0.05 0.05
H -2.571187 -2.206641 -3.993773 0.35 -0.01 -0.07
H -3.148146 -1.233914 -2.645759 -0.07 -0.31 0.00
H -0.553079 -2.817676 -2.516627 -0.09 -0.27 0.03
H -1.374093 -1.989524 -1.202136 0.23 -0.09 -0.03
H -2.761683 -3.667535 -0.726083 -0.29 0.01 -0.17
H -3.258106 -3.961224 -2.374755 0.22 0.07 -0.25
H -0.983213 -5.201422 -2.581804 0.13 -0.40 0.15
H -2.266618 -5.949856 -1.592203 0.33 -0.25 0.16
H -1.181217 -4.570118 0.403710 0.14 0.24 -0.09
H 0.273517 -4.483004 -0.662444 -0.19 0.33 0.23
H -1.007066 -7.107487 0.216250 -0.06 0.11 -0.35
H 0.558006 -6.903210 -0.540315 0.07 0.20 -0.03
H -0.406529 -6.377382 2.279439 0.11 -0.18 0.04
H 0.701034 -5.178431 1.647150 -0.03 -0.06 0.17
H 1.476167 -8.142256 1.655274 -0.10 0.08 -0.15
H 2.517456 -6.737482 1.323516 -0.29 -0.04 -0.44
H 0.987528 -6.919013 3.869131 0.22 0.15 0.31
H 2.494302 -7.795325 3.759300 0.32 0.26 -0.02
H 4.486722 -6.791169 1.900499 -0.03 0.02 0.08
H 4.938562 -5.095381 2.055236 -0.16 -0.07 -0.04
H 5.864441 -6.300161 2.920444 -0.14 -0.09 0.23
C -4.011639 2.555762 -0.346483 0.15 0.02 0.04
C -4.244693 3.412185 -1.579850 0.08 -0.21 0.03
O -4.954255 4.604736 -1.268098 0.46 -0.05 0.25
P -4.173692 5.786462 -0.395482 -7.25 0.36 -3.85
O -3.302223 6.282666 -1.510098 2.95 -0.52 2.70
O -5.293708 6.984942 -0.406273 0.61 -0.04 0.78
C -5.032612 8.267377 -0.976084 -0.10 0.24 -0.34
C -5.515146 8.329784 -2.411139 -0.12 -0.13 -0.11
O -4.797436 5.169435 0.994174 3.20 0.18 0.28
C -6.131565 5.397573 1.473832 -0.58 0.36 0.60
C -7.237993 4.924063 0.559020 0.09 -0.08 -0.38
H -3.335178 3.054196 0.353416 0.01 -0.08 0.00
H -3.568598 1.596131 -0.618785 0.02 0.02 -0.05
H -4.946759 2.376211 0.183378 -0.02 -0.02 -0.04
H -3.294974 3.662632 -2.063914 -0.02 -0.01 -0.04
H -4.846920 2.857311 -2.300344 -0.09 0.15 -0.03
H -3.977953 8.525351 -0.895085 0.05 -0.16 -0.09
H -5.582104 8.997424 -0.377559 -0.04 -0.14 0.11
H -5.134290 7.494596 -2.998907 0.17 0.04 0.08
H -5.200038 9.260668 -2.884732 -0.02 0.01 0.03
H -6.604380 8.271798 -2.448119 0.00 0.06 0.03
H -6.256864 6.446381 1.738747 0.08 0.05 -0.20
H -6.193870 4.840777 2.411019 0.31 -0.10 -0.07
H -7.276689 5.486740 -0.370724 0.05 0.04 0.02
H -8.199879 5.044707 1.061395 0.09 0.00 0.15
H -7.108162 3.873139 0.300972 -0.03 -0.01 0.06
C 3.568918 1.544193 -0.331807 -0.07 0.06 0.15
C 3.930263 0.091020 -0.084178 -0.13 0.02 -0.27
O 4.631068 -0.094563 1.148248 -0.65 0.41 0.37
P 3.805064 0.095191 2.554811 6.14 -2.71 0.43
O 2.925303 -1.107373 2.603276 -2.39 2.57 -0.15
O 4.927031 -0.342553 3.664639 -0.35 0.57 -0.05
C 4.728029 -1.436733 4.561619 0.12 -0.39 -0.02
C 5.335913 -2.704739 4.002528 0.20 0.01 -0.10
O 4.154185 1.676226 2.745546 -2.81 -0.58 -0.48
C 5.387327 2.186880 3.273268 0.50 0.48 0.54
C 6.624690 1.820228 2.486274 -0.02 -0.29 -0.26
H 2.835112 1.898823 0.396283 -0.02 0.01 -0.06
H 3.142622 1.668984 -1.327898 -0.01 -0.04 -0.02
H 4.446863 2.183670 -0.239306 0.03 -0.02 -0.05
H 3.034165 -0.536598 -0.095575 0.03 -0.02 0.02
H 4.591231 -0.263908 -0.874993 0.09 -0.06 0.13
H 3.673203 -1.567053 4.796243 -0.04 0.01 -0.20
H 5.227979 -1.175840 5.497013 0.06 0.16 -0.09
H 5.002728 -2.895505 2.981227 -0.21 0.11 0.05
H 5.076279 -3.560699 4.619240 0.06 0.04 0.09
H 6.424170 -2.619988 3.965637 0.00 0.01 0.04
H 5.486094 1.910177 4.321681 -0.06 -0.23 -0.07
H 5.274562 3.272747 3.257554 -0.28 -0.06 -0.15
H 6.834164 0.753537 2.518150 -0.07 -0.01 0.05
H 7.488504 2.341574 2.903132 -0.10 0.10 0.05
H 6.518379 2.102987 1.438568 0.02 0.07 0.02
```
Forces are in eV/Å.

Output
Calculated total energy ... -75856.392 eV
Orbital gap ... 8.5 eV
Molar mass ... 668.71 g mol⁻¹
Maximum force ... 8.21 eV Å⁻¹
HOMO energy ... -9.2817 eV
Total charge ... 0



2.
ORCA calculation (wB97M-V/def2-TZVPD) on a cluster of 3 separate species, C28H59N4O2 in total at a distorted geometry.

```
93
Properties=species:S:1:pos:R:3:forces:R:3
C -3.255773 -2.312993 -3.904300 0.33 -0.64 -0.63
C -2.350781 -3.425697 -4.527387 -0.43 0.39 0.38
C -0.827400 -3.200339 -4.235474 -0.89 -0.63 -0.46
C -0.100976 -4.581991 -4.078218 0.26 0.32 0.75
C 0.369286 -4.816796 -2.613192 -0.81 1.29 0.06
C 1.413710 -3.715202 -2.234523 0.19 -1.45 -0.83
C 2.495705 -4.152229 -1.211182 -0.48 2.87 1.48
C 3.051355 -2.742283 -0.723398 -1.50 -0.86 -0.49
N 3.700985 -3.032518 0.587695 -0.01 1.02 -0.39
C 2.680441 -3.859740 1.335285 0.50 -0.69 -0.25
C 2.077907 -4.733547 0.193107 1.22 -2.74 0.04
N 0.701945 -5.198063 0.406956 0.25 0.79 0.34
H -4.325237 -2.498653 -4.100496 0.43 0.00 0.01
H -3.110294 -2.330694 -2.814247 -0.02 0.40 -0.34
H -3.005618 -1.338974 -4.349083 -0.05 -0.14 0.46
H -2.500567 -3.504748 -5.618019 -0.01 0.06 0.40
H -2.705698 -4.382572 -4.102987 0.36 0.24 -0.10
H -0.428522 -2.638772 -5.097015 0.07 -0.11 0.51
H -0.763891 -2.564829 -3.336800 0.22 -0.27 -0.25
H 0.801130 -4.628795 -4.712681 -0.52 -0.20 -0.05
H -0.834429 -5.361467 -4.330021 0.54 0.09 -0.24
H 0.711654 -5.841068 -2.401530 0.15 0.30 -0.37
H -0.518382 -4.640717 -1.972952 0.40 -0.31 -0.13
H 1.953805 -3.472552 -3.173603 -0.08 -0.04 0.45
H 0.905212 -2.778530 -1.957244 0.15 -0.52 0.24
H 3.319005 -4.748706 -1.631317 -0.52 0.10 -0.08
H 2.150733 -2.183122 -0.414463 0.50 0.15 -0.56
H 3.630133 -2.239771 -1.505952 0.25 0.11 0.73
H 3.911617 -2.198186 1.136835 0.19 0.10 -0.22
H 4.578331 -3.497415 0.353458 -0.02 -0.39 0.70
H 1.955534 -3.252475 1.897261 0.30 0.28 -0.59
H 3.303752 -4.390460 2.074077 -0.73 -0.26 -0.25
H 2.695980 -5.662095 0.265181 0.02 0.54 -0.10
H 0.570057 -6.039789 -0.143335 -0.14 0.17 -0.20
H 0.656092 -5.535338 1.365714 -0.21 0.13 0.03
C -2.725627 -2.084995 2.042845 -0.29 0.01 0.31
C -2.259963 -1.165664 0.891904 0.45 -1.74 1.21
C -1.157941 -0.213514 1.376585 0.00 0.56 -0.06
C -1.678680 0.928226 2.234793 0.07 0.06 0.08
C -2.770069 1.683026 1.486241 0.40 -0.17 -0.10
C -3.912726 0.767949 1.016342 -1.52 0.69 1.43
N -3.414972 -0.445937 0.303745 1.85 1.82 -1.63
O -3.074747 -0.081940 -0.909706 -0.69 -0.63 0.11
C -4.766708 0.372942 2.240075 0.06 -0.19 0.28
C -4.871566 1.585001 0.137253 0.25 -0.19 -0.59
C -1.621801 -2.137339 -0.106151 -0.01 0.24 -0.59
H -1.889458 -2.336064 2.699164 0.06 0.00 -0.11
H -3.501024 -1.666967 2.675841 0.08 0.11 -0.03
H -3.131633 -3.021384 1.654388 0.03 0.07 -0.10
H -0.639803 0.217897 0.511617 -0.16 -0.03 -0.11
H -0.399309 -0.773283 1.932373 -0.13 -0.19 -0.05
H -2.048479 0.546086 3.191620 -0.04 -0.01 -0.05
H -0.858716 1.610168 2.473461 -0.01 -0.01 0.02
H -3.170554 2.473500 2.126126 -0.19 -0.10 -0.07
H -2.320590 2.187519 0.624319 -0.05 -0.11 -0.09
H -5.454307 -0.439022 1.995589 0.06 -0.01 -0.01
H -5.371860 1.216644 2.573498 0.06 0.07 -0.18
H -4.176504 0.086177 3.109670 0.00 -0.08 -0.06
H -4.369085 2.047212 -0.711819 0.03 -0.19 -0.03
H -5.315933 2.395126 0.716065 0.10 -0.13 0.19
H -5.684549 0.960989 -0.239138 0.05 -0.01 -0.02
H -2.366727 -2.807521 -0.540193 0.00 0.05 0.01
H -0.875650 -2.757606 0.398375 -0.15 0.02 0.19
H -1.110661 -1.622794 -0.923020 -0.17 0.09 0.00
C 0.629712 6.126694 0.616033 0.06 -0.02 -0.44
C 1.256040 5.290897 1.754857 -1.15 1.87 -0.49
C 2.588617 5.905530 2.208979 0.50 -0.31 0.00
C 3.733505 5.655869 1.236749 -0.06 0.04 0.00
C 3.877433 4.162049 0.975071 0.02 0.23 0.33
C 2.573148 3.516531 0.482382 0.56 -0.20 -2.06
N 1.401431 3.870325 1.333267 1.65 -0.55 2.43
O 1.464457 3.136880 2.416083 -0.74 -0.26 -0.53
C 2.334484 3.940817 -0.982289 -0.06 0.22 -0.18
C 2.772617 1.994897 0.404524 -0.25 -0.24 0.57
C 0.256709 5.456973 2.911154 0.09 -0.66 0.27
H 0.840510 7.187933 0.756401 -0.03 -0.04 0.14
H 0.973240 5.872361 -0.381464 0.10 0.00 0.07
H -0.455263 6.006944 0.595892 0.04 -0.07 0.09
H 2.869194 5.490209 3.183089 -0.12 -0.13 -0.04
H 2.467810 6.979261 2.364698 -0.23 -0.06 -0.04
H 3.565983 6.204653 0.304958 -0.01 -0.05 0.00
H 4.663046 6.044399 1.657893 -0.01 0.01 -0.03
H 4.670203 3.995265 0.240220 -0.16 -0.13 -0.09
H 4.208120 3.673125 1.897567 -0.15 -0.04 0.03
H 1.323611 3.686495 -1.307086 0.00 0.05 0.06
H 3.026241 3.424059 -1.649647 0.03 -0.09 0.16
H 2.506373 5.000365 -1.161415 -0.10 -0.01 0.06
H 3.083576 1.565935 1.358617 -0.17 0.11 0.06
H 3.554259 1.753812 -0.318027 -0.02 0.26 -0.07
H 1.854593 1.496554 0.081368 -0.03 0.04 0.05
H -0.698137 4.981053 2.678775 0.05 -0.03 -0.02
H 0.065628 6.516893 3.085340 0.10 0.02 -0.22
H 0.625702 5.039917 3.848001 0.02 -0.08 -0.10
```
Forces are in eV/Å.

Output
Multiplicity ... 3
Calculated total energy ... -40037.786 eV
Orbital gap (spin up / spin down) ... 7.2 / 8.0 eV
Molar mass ... 483.81 g mol⁻¹
Maximum force ... 3.27 eV Å⁻¹
HOMO energy (spin up / spin down) ... -10.4430 / -11.2080 eV
Total charge ... +1